50
Properties=species:S:1:pos:R:3:forces:R:3:nbo_charge:R:1 method="wB97M-V/def2-TZVPD" fmax_ev_per_a=0.84 relative_energy_kcal_mol=0.0 total_charge=+1 homo_ev="-11.092 / -11.092" orbital_gap_ev="7.507 / 7.507" total_energy_ha=-1856.13711
Pd -1.35665 -0.16211 -0.80496 0.125 0.053 0.579 0.5338
O -3.36553 -0.03008 5.97152 -0.019 -0.006 -0.002 -0.7163
C -3.47893 -1.23563 5.24395 0.041 -0.007 -0.006 -0.0930
C -3.02757 -0.98712 3.83156 -0.010 0.033 0.033 0.0514
C -3.46874 -1.78763 2.78812 0.014 -0.025 0.000 -0.2331
C -3.01645 -1.52363 1.51087 0.011 -0.003 0.053 0.0670
N -2.17446 -0.52724 1.23589 0.038 -0.164 -0.149 -0.5184
C -1.74100 0.25363 2.23413 -0.028 0.112 -0.041 0.1569
C -2.14924 0.04758 3.54207 -0.069 0.026 0.004 -0.2189
C -0.80466 1.34944 1.85224 0.015 -0.158 -0.009 0.2605
C -0.23741 2.19563 2.79003 0.014 0.004 -0.004 -0.2367
C 0.66502 3.17130 2.38789 -0.031 0.050 0.014 0.0309
C 1.28395 4.08964 3.41601 0.005 -0.028 0.008 -0.0956
O 0.35604 4.49387 4.40077 0.020 -0.010 0.014 -0.6996
C 0.96828 3.26419 1.03922 0.046 -0.060 0.012 -0.2426
C 0.35763 2.39247 0.15435 -0.090 0.052 0.099 0.0555
N -0.51097 1.45985 0.54587 -0.205 0.235 -0.453 -0.5145
H -3.71527 -0.15979 6.85807 0.033 -0.008 0.003 0.4884
H -4.50518 -1.61384 5.23389 -0.014 0.035 -0.007 0.1873
H -2.84030 -2.01618 5.67542 -0.020 -0.028 -0.003 0.1927
H -4.15778 -2.60376 2.96010 -0.011 0.007 -0.016 0.2351
H -3.33751 -2.12599 0.67049 0.017 -0.011 0.000 0.2152
H -1.82172 0.68840 4.34506 0.006 0.005 0.002 0.2485
H -0.48544 2.11911 3.83804 -0.010 -0.002 0.001 0.2429
H 1.75956 4.93956 2.91993 -0.022 0.015 0.003 0.1834
H 2.06592 3.54451 3.94812 0.025 0.006 -0.021 0.2070
H -0.20026 5.19548 4.04753 -0.009 -0.005 -0.003 0.4764
H 1.66327 4.00775 0.67175 -0.020 0.011 -0.018 0.2335
H 0.55083 2.45021 -0.90635 0.035 0.000 -0.011 0.2228
N 2.33011 -1.13620 -1.49370 -0.052 0.146 0.093 -0.7689
C 1.21042 -1.80741 -1.74327 0.157 -0.214 0.008 0.3572
S 0.09976 -2.13901 -0.46151 -0.223 0.219 -0.611 -0.2733
N 0.97957 -2.26819 -2.97471 -0.120 0.072 -0.015 -0.5965
C 1.75860 -2.07776 -4.15712 -0.049 0.037 0.019 0.1877
C 3.14363 -2.17734 -4.14675 0.062 -0.108 -0.024 -0.2861
C 3.84565 -2.00150 -5.33156 -0.001 0.010 -0.008 -0.1814
C 3.17397 -1.74882 -6.51742 -0.008 -0.004 0.015 -0.1986
C 1.78751 -1.67659 -6.52188 0.019 -0.014 0.002 -0.1771
C 1.07774 -1.83767 -5.34416 -0.013 0.082 0.020 -0.2478
H 2.43019 -0.74565 -0.57223 -0.011 0.017 -0.008 0.4259
H 2.88772 -0.75802 -2.24570 0.030 -0.072 0.027 0.4204
H 0.07061 -2.69261 -3.09144 0.055 -0.083 0.025 0.4313
H 3.67442 -2.44300 -3.24151 -0.014 -0.012 -0.038 0.2276
H 4.92416 -2.08257 -5.32531 0.001 -0.007 0.000 0.2288
H 3.72736 -1.62191 -7.43752 0.000 0.008 0.000 0.2302
H 1.25487 -1.49081 -7.44453 -0.001 0.002 0.001 0.2306
H -0.00290 -1.76561 -5.34041 -0.009 0.000 0.001 0.2273
F -1.37329 0.15224 -3.71394 -0.158 -0.082 -0.047 -0.4975
B -0.71689 0.38430 -2.59081 0.460 -0.171 0.677 1.0599
F 0.44135 1.04455 -2.70612 -0.012 0.049 -0.220 -0.5205